(1)
50
Properties=species:S:1:pos:R:3:forces:R:3 method="wB97M-V/def2-TZVPD" e_tot_ha=-1472.794433 orbital_gap_ev=8.36 lumo_ev=0.126 smiles="CC(=O)C1=C(C)NC(SCC(=O)c2ccccc2)=C(C#N)[C@H]1CC(C)C" total_charge=0 e_above_lowest_kcal_mol=44.2 max_force_ev_per_a=1.28
C -2.8028 0.1829 -2.8283 -0.2 0.3 -0.1
C -2.9558 1.2939 -1.8101 -0.1 0.0 -0.2
O -3.6729 2.2494 -2.0544 -0.1 0.0 -0.1
C -2.2085 1.1628 -0.5623 0.4 0.2 0.5
C -2.1757 2.1732 0.3473 -0.3 -0.3 -0.6
C -2.9242 3.4548 0.2346 -0.1 0.1 0.0
N -1.3752 2.0561 1.4615 0.1 0.1 0.4
C -0.3048 1.1944 1.4796 0.6 -0.6 0.0
S 0.8927 1.6692 2.6910 0.1 -0.1 0.1
C 2.4777 1.0582 2.0509 -0.7 0.1 0.1
C 2.6667 1.4253 0.5875 0.0 0.2 0.1
O 1.9039 2.1785 0.0272 0.3 -0.1 0.0
C 3.8164 0.7989 -0.0933 0.4 -0.1 -0.6
C 3.8591 0.8858 -1.4860 -0.1 0.0 0.2
C 4.8950 0.3106 -2.1938 0.0 0.0 0.0
C 5.9073 -0.3522 -1.5185 0.0 0.0 0.1
C 5.8795 -0.4341 -0.1351 0.1 -0.1 0.0
C 4.8412 0.1335 0.5785 -0.3 0.2 -0.1
C -0.2839 0.1456 0.6267 -1.0 0.8 0.1
C 0.7885 -0.7253 0.4509 0.7 -0.5 0.1
N 1.6510 -1.4627 0.2493 0.1 -0.2 0.0
C -1.5173 -0.1373 -0.2102 -0.4 0.0 0.2
C -2.5016 -1.0260 0.5789 0.4 -0.2 -0.1
C -1.9769 -2.4262 0.9145 -0.3 0.0 0.0
C -1.7610 -3.2687 -0.3404 0.1 0.2 0.2
C -2.9630 -3.1249 1.8495 0.3 0.1 -0.1
H -3.4035 0.4286 -3.7006 0.0 0.0 0.0
H -1.7616 0.0874 -3.1301 0.1 -0.1 0.0
H -3.1378 -0.7676 -2.4210 0.0 -0.2 0.1
H -2.6654 3.9553 -0.6970 0.0 0.0 0.0
H -2.7068 4.1125 1.0741 0.0 0.0 0.1
H -3.9943 3.2622 0.1884 0.0 0.1 0.0
H -1.3224 2.8478 2.0876 0.0 0.0 -0.2
H 2.5511 -0.0167 2.2070 0.2 0.1 0.0
H 3.2267 1.5686 2.6598 0.0 0.0 0.0
H 3.0589 1.4044 -1.9924 -0.1 0.0 0.0
H 4.9143 0.3761 -3.2713 0.0 0.0 -0.1
H 6.7184 -0.8054 -2.0688 0.1 0.0 0.0
H 6.6712 -0.9476 0.3898 0.1 0.0 0.0
H 4.8409 0.0632 1.6551 0.0 0.0 0.1
H -1.2022 -0.6648 -1.1112 0.0 0.1 0.0
H -2.7542 -0.5092 1.5088 0.0 0.1 0.0
H -3.4231 -1.1197 -0.0016 -0.1 0.0 0.0
H -1.0175 -2.3297 1.4347 -0.1 0.0 0.0
H -1.4839 -4.2835 -0.0652 0.0 -0.1 0.0
H -0.9604 -2.8643 -0.9543 0.1 0.0 -0.1
H -2.6731 -3.3122 -0.9332 -0.1 0.0 -0.1
H -3.9292 -3.2405 1.3624 -0.2 0.0 0.0
H -3.1051 -2.5492 2.7616 -0.1 0.0 0.1
H -2.5960 -4.1116 2.1218 0.0 -0.1 0.1


(2)
52
Properties=species:S:1:pos:R:3:forces:R:3 method="wB97M-V/def2-TZVPD" e_tot_ha=-1623.122251 orbital_gap_ev=8.39 lumo_ev=-0.638 smiles="CC(C)Cc1cc2c(cc1CCCO)C(=O)C(CCSc1nnco1)=CC2=O" total_charge=0 e_above_lowest_kcal_mol=138.3 max_force_ev_per_a=4.94
C 4.5319 1.9304 2.1228 -0.1 -0.1 -0.6
C 3.8756 1.4460 0.7511 0.0 -0.1 1.1
C 3.7815 -0.1244 0.8248 0.5 0.4 -0.4
C 2.4791 2.1877 0.6426 -0.2 -0.5 -0.2
C 1.3417 1.3658 -0.0317 -1.9 -0.8 -0.1
C 0.2017 0.9904 0.8217 -0.1 -0.8 -2.6
C -0.8641 0.2108 0.2360 0.1 -0.3 -0.7
C -0.8851 -0.2332 -1.1736 1.3 1.1 1.2
C 0.2203 0.1716 -2.0196 -0.2 0.4 1.9
C 1.3214 0.9662 -1.4504 -0.7 -0.2 0.6
C 2.5356 1.3934 -2.3517 -0.4 -0.1 0.7
C 2.6758 2.9623 -2.5452 -0.3 -0.2 0.2
C 1.3486 3.7738 -2.3435 1.0 1.2 -0.6
O 0.2799 3.3372 -3.1922 0.2 0.0 0.3
C -2.0826 -1.1124 -1.6643 0.6 0.0 1.0
O -2.5399 -1.0327 -2.7765 0.3 -0.3 0.4
C -2.6384 -2.1000 -0.5815 0.0 0.1 1.3
C -3.1688 -3.5272 -0.9224 -0.1 0.8 -0.6
C -3.0486 -4.5744 0.2471 1.0 0.4 -0.4
S -4.6417 -5.0552 1.0274 -0.1 0.4 0.8
C -5.1805 -3.7620 2.1407 -2.8 3.5 1.4
N -6.3908 -3.1162 2.1217 1.7 -1.9 -1.2
N -6.4649 -2.2375 3.1265 1.7 0.9 2.0
C -5.3008 -2.2392 3.8275 -2.7 -2.0 -3.7
O -4.5455 -3.1998 3.2136 2.8 -0.6 1.0
C -2.6360 -1.6685 0.7097 0.8 0.7 -0.6
C -2.0850 -0.2517 1.0913 0.3 -0.8 -1.1
O -2.6042 0.4103 1.9570 0.5 -0.3 -0.1
H 4.2990 3.0195 2.2893 0.6 -1.0 -0.1
H 5.6313 1.7295 2.0985 -0.8 0.4 0.1
H 4.1180 1.3527 2.9968 0.2 0.5 -0.9
H 4.5412 1.7387 -0.1042 -0.6 -0.2 0.8
H 4.8333 -0.5255 0.7414 -1.1 0.3 0.4
H 3.2174 -0.5761 -0.0308 0.3 0.4 0.8
H 3.3313 -0.4094 1.8119 0.3 0.0 -1.0
H 2.1670 2.4438 1.6956 0.1 -0.3 -1.1
H 2.6020 3.1652 0.1083 0.0 -0.8 0.5
H 0.1128 1.2608 1.8979 0.3 -0.1 -1.0
H 0.2079 -0.1550 -3.0876 0.2 0.5 1.0
H 2.4871 0.8867 -3.3531 0.0 0.4 1.1
H 3.4493 1.0524 -1.7858 -0.8 0.1 -0.9
H 3.1017 3.1502 -3.5691 -0.4 -0.1 1.0
H 3.4079 3.3466 -1.7821 -0.6 -0.2 -0.9
H 1.5758 4.8435 -2.6339 0.0 -1.0 0.5
H 1.0709 3.8078 -1.2578 -0.2 -0.4 -1.0
H 0.1203 4.0034 -3.8796 0.2 -0.4 0.5
H -2.6298 -3.8552 -1.8573 -0.5 0.1 1.0
H -4.2525 -3.4591 -1.2103 1.0 0.0 0.2
H -2.3035 -4.2873 1.0382 -0.8 -0.1 -0.8
H -2.6326 -5.5191 -0.2061 -0.8 0.7 0.7
H -4.9967 -1.6328 4.7056 0.0 -0.8 -1.0
H -2.9755 -2.2928 1.5656 0.1 0.7 -0.8


(3)
54
Properties=species:S:1:pos:R:3:forces:R:3 method="wB97M-V/def2-TZVPD" e_tot_ha=-2419.552211 orbital_gap_ev=6.72 lumo_ev=-0.111 total_charge=0 e_above_lowest_kcal_mol=0.0 max_force_ev_per_a=2.45
C -3.1213 0.5649 4.3992 0.2 0.0 0.1
C -3.3682 -0.0100 3.1516 0.1 -0.3 -0.2
C -2.3629 -0.7167 2.4852 0.0 0.2 0.3
C -1.1083 -0.8203 3.0894 0.0 -0.3 0.2
S 0.2611 -1.6072 2.2351 -0.3 1.2 -1.2
C 0.3224 -0.8165 0.6997 -0.2 0.9 2.0
C 0.4777 -1.6273 -0.5149 1.3 -0.1 1.1
S 0.5712 0.9241 0.5166 -0.4 -1.1 0.5
C 1.1628 1.8194 1.9752 0.3 0.2 0.5
C 0.3020 2.5935 2.7686 0.1 -0.1 0.1
C 0.8389 3.5133 3.6867 0.1 -0.1 -0.3
C 2.2206 3.7015 3.7719 -0.1 -0.3 -0.1
C 3.0749 2.8659 3.0484 -0.3 -0.2 -0.2
C 2.5491 1.9143 2.1697 -0.2 0.0 -0.1
O 1.6416 1.0936 -0.4627 -0.4 0.1 -0.3
O -0.7446 1.5061 0.2377 0.7 0.3 -0.1
O 1.4205 -1.2776 3.0397 -0.2 -0.4 0.1
O -0.0973 -2.9932 1.9882 0.2 0.1 0.1
C -0.8764 -0.3256 4.3692 0.0 0.3 -0.1
C -1.8758 0.4038 5.0068 -0.1 -0.2 0.0
H -3.8953 1.1360 4.9116 0.1 -0.2 -0.2
H -4.3539 0.0778 2.6942 0.2 0.0 0.1
H -2.5399 -1.1818 1.5102 0.1 0.3 0.3
H 1.5579 -1.7487 -0.7460 -0.9 -0.1 0.0
H 0.0459 -2.6175 -0.3228 0.0 0.1 0.0
H -0.7819 2.4874 2.6806 0.4 0.0 -0.1
H 0.1751 4.1170 4.3101 0.1 -0.2 -0.3
H 2.6398 4.4940 4.3936 -0.2 -0.3 0.0
H 4.1558 2.9620 3.1400 -0.3 0.0 0.0
H 3.2097 1.2579 1.6020 -0.2 0.3 0.1
H 0.0941 -0.4765 4.8440 -0.3 0.1 -0.3
H -1.6563 0.8220 5.9864 -0.2 0.0 -0.1
C -2.1975 -0.4513 -2.9727 -0.6 -0.5 0.0
C -1.6332 -0.8417 -1.6181 -0.1 0.2 0.8
N -0.1628 -1.0225 -1.6679 0.7 -0.6 -2.3
C 0.5457 -1.0354 -2.8119 -1.8 -0.1 1.3
N -0.0488 -0.7139 -3.9694 0.6 0.7 0.0
C -1.1396 0.2318 -3.7939 -0.5 0.1 -0.5
C 0.7720 -0.5984 -5.1758 0.1 0.0 0.2
C 1.4273 -1.9439 -5.4455 -0.3 0.0 -0.5
C 2.3129 -2.4085 -4.2967 0.4 -0.1 0.1
S 2.2320 -1.3609 -2.8072 1.0 -0.3 -0.2
H -2.5350 -1.3663 -3.4792 0.1 0.3 -0.1
H -3.0699 0.1931 -2.8501 0.1 0.0 0.1
H -1.8496 -0.0762 -0.8501 0.4 -0.3 -0.4
H -2.0930 -1.7812 -1.2515 0.4 0.3 -0.2
H -1.4778 0.4649 -4.8042 -0.2 0.2 0.2
H -0.7938 1.1491 -3.2861 0.0 -0.2 -0.2
H 0.1005 -0.2962 -5.9856 0.2 -0.2 0.1
H 1.5414 0.1802 -5.0539 -0.2 -0.1 0.0
H 0.6412 -2.6940 -5.6187 0.2 0.3 0.0
H 2.0339 -1.8621 -6.3512 -0.2 -0.1 0.0
H 2.0787 -3.4395 -4.0043 0.1 0.3 0.0
H 3.3763 -2.3631 -4.5712 -0.3 -0.1 0.1


(4)
53
Properties=species:S:1:pos:R:3:forces:R:3 method="wB97M-V/def2-TZVPD" e_tot_ha=-1657.585681 orbital_gap_ev=8.02 lumo_ev=0.058 smiles="Cc1ccc(S(=O)(=O)Nc2nc3ccccc3nc2NC[C@H]2CCCO2)c(C)c1" total_charge=0 e_above_lowest_kcal_mol=26.2 max_force_ev_per_a=1.21
C -1.7495 -2.1868 -3.2319 0.0 0.0 0.0
C -0.8468 -1.1269 -2.6836 0.1 0.0 0.0
C 0.1902 -1.4540 -1.8167 0.0 0.1 0.0
C 0.9622 -0.4584 -1.2505 0.2 -0.2 0.0
C 0.7091 0.8663 -1.5543 0.5 0.3 0.3
S 1.5233 2.0808 -0.5272 0.1 0.4 0.0
O 1.9102 3.2772 -1.2137 -0.2 0.0 -0.1
O 2.5245 1.4499 0.2854 -0.1 -0.3 -0.1
N 0.2375 2.5350 0.5119 0.9 0.1 -0.3
C -0.7146 1.5264 0.6894 -1.2 -0.3 -0.1
N -1.8729 1.6726 0.1233 0.6 0.2 0.3
C -2.7548 0.6383 0.1945 0.0 -0.4 0.2
C -3.9977 0.7358 -0.4450 -0.1 -0.1 0.0
C -4.8475 -0.3406 -0.4466 -0.1 0.2 -0.1
C -4.4845 -1.5325 0.1930 0.1 -0.2 0.1
C -3.2800 -1.6457 0.8374 -0.1 0.0 -0.1
C -2.3890 -0.5595 0.8555 -0.1 0.4 -0.2
N -1.2081 -0.6669 1.5065 0.5 0.2 0.1
C -0.3709 0.3446 1.4492 -0.8 -0.4 0.3
N 0.7710 0.3228 2.1622 0.3 0.2 -0.1
C 1.2365 -0.8563 2.8489 0.3 -0.2 0.0
C 2.5754 -1.3536 2.3054 -0.1 0.2 0.5
C 3.2920 -2.3466 3.2444 -0.1 0.1 -0.2
C 3.9508 -3.3499 2.2847 -0.1 0.0 -0.2
C 3.5407 -2.8291 0.8960 0.4 -0.2 -0.1
O 2.3769 -2.0643 1.0971 -0.4 0.1 0.0
C -0.3038 1.2313 -2.4332 -0.1 0.1 -0.3
C -0.6347 2.6578 -2.7308 -0.1 0.1 -0.1
C -1.0607 0.2090 -2.9950 0.2 0.1 0.1
H -1.2333 -3.1407 -3.3009 0.0 -0.1 0.0
H -2.1261 -1.9112 -4.2138 0.0 0.0 -0.1
H -2.6032 -2.3103 -2.5644 -0.1 -0.1 0.0
H 0.3787 -2.4833 -1.5553 0.0 -0.2 0.0
H 1.7426 -0.7013 -0.5483 0.0 -0.1 0.1
H -0.1937 3.3720 0.1380 0.0 0.1 -0.1
H -4.2535 1.6615 -0.9371 0.0 0.1 -0.1
H -5.8039 -0.2752 -0.9444 -0.1 0.0 0.0
H -5.1683 -2.3691 0.1771 0.0 -0.1 0.0
H -2.9873 -2.5554 1.3380 0.0 -0.1 0.1
H 1.4746 1.0044 1.9082 -0.1 -0.1 0.1
H 0.4756 -1.6290 2.7249 0.2 0.0 0.2
H 1.3577 -0.6210 3.9127 0.0 -0.1 -0.1
H 3.2293 -0.4881 2.1060 0.0 -0.1 0.0
H 4.0167 -1.8369 3.8753 0.0 0.0 0.1
H 2.5625 -2.8426 3.8837 0.0 0.0 0.1
H 3.5611 -4.3536 2.4455 0.0 0.0 0.0
H 5.0330 -3.3781 2.3910 0.0 -0.1 0.0
H 4.3368 -2.1963 0.4759 -0.1 -0.1 0.0
H 3.3013 -3.6207 0.1854 0.1 0.1 0.0
H -1.4101 2.9889 -2.0378 0.0 0.1 0.0
H 0.2367 3.2951 -2.6145 -0.1 0.1 -0.1
H -1.0239 2.7536 -3.7421 0.0 0.0 0.0
H -1.8640 0.4717 -3.6685 -0.1 0.1 -0.1